## A
The following is a DFT calculation (ωB97M-V/def2-TZVPD) of a cluster of 4 separate species, CH11N3O3 in total.

Structure (ORCA input):
```
! wB97M-V def2-TZVPD RIJCOSX def2/J DEFGRID3
* xyz 0 1
N -0.49 0.93 0.56
C -0.37 -0.37 0.66
N 0.79 -1.05 0.92
N -1.56 -1.24 0.70
H 0.29 1.25 1.14
H 0.60 -2.06 1.34
H 1.73 -1.05 0.61
H -2.45 -0.81 0.75
H -1.60 -2.08 0.16
O 3.60 -0.15 0.14
H 3.34 -0.23 -0.83
H 2.92 0.57 0.35
O -3.35 1.13 -0.46
H -3.41 2.05 -0.83
H -2.40 1.17 -0.17
O 1.09 0.43 -1.91
H 0.76 0.90 -2.75
H 0.60 0.75 -1.16
*
```

As for the SMILES: N=C(N)N.O.O.O. Its frontier orbital gap is 10.414 eV. The HOMO energy comes out at -9.840 eV. The LUMO energy is 0.57 eV.



## B
The following is a DFT calculation (ωB97M-V/def2-TZVPD) of a cluster of 4 separate species, CH11N3O3 in total.

Structure (ORCA input):
```
! wB97M-V def2-TZVPD RIJCOSX def2/J DEFGRID3
* xyz 0 1
N -1.47 -0.58 1.63
C -0.69 0.41 1.74
N -0.58 1.02 0.50
N -0.17 1.15 2.84
H -1.54 -0.90 2.70
H -0.19 1.91 0.30
H -0.99 0.62 -0.24
H -0.27 1.05 3.84
H 0.74 1.64 2.58
O 1.81 -0.73 -2.72
H 1.86 -0.51 -1.73
H 1.13 -1.44 -2.75
O 0.81 2.27 -2.99
H 1.74 2.35 -2.99
H 0.76 1.91 -3.90
O -0.44 -3.35 0.31
H -0.87 -3.19 -0.49
H -0.13 -2.51 0.69
*
```

As for the SMILES: N=C(N)N.O.O.O. Its frontier orbital gap is 9.484 eV. The HOMO energy comes out at -9.049 eV. The LUMO energy is 0.44 eV.



It turns out A is the most stable, with the second structure 0.691 eV higher.



## A
The following is a DFT calculation (ωB97M-V/def2-TZVPD) of a cluster of 2 separate species, C3H3N3S in total.

Structure (ORCA input):
```
! wB97M-V def2-TZVPD RIJCOSX def2/J DEFGRID3
* xyz 0 1
N -0.36 0.80 -0.07
C -0.78 -0.37 -0.06
C -1.36 -1.35 0.49
N -1.91 -2.41 0.73
H 0.03 1.21 -0.96
H -2.41 -3.05 0.04
N 2.28 0.56 0.93
C 2.48 -0.43 0.28
S 2.66 -1.38 -0.90
H 2.06 0.92 1.94
*
```

As for the SMILES: N=C=C=N.N=C=S. Its frontier orbital gap is 7.559 eV. The HOMO energy comes out at -8.107 eV. The LUMO energy is -0.55 eV.



## B
The following is a DFT calculation (ωB97M-V/def2-TZVPD) of an isolated molecule of C3H3N3S.

Structure (ORCA input):
```
! wB97M-V def2-TZVPD RIJCOSX def2/J DEFGRID3
* xyz 0 1
S -0.48 -0.18 2.10
C -0.03 -0.10 0.46
N -0.58 -0.98 -0.48
C -0.35 -0.64 -1.72
N 0.56 0.28 -2.15
C 0.97 1.05 -1.16
N 0.68 0.96 0.16
H -1.29 -1.25 2.17
H -0.73 -1.33 -2.41
H 1.62 1.83 -1.43
*
```

As for the SMILES: Sc1ncncn1. Its frontier orbital gap is 10.008 eV. The HOMO energy comes out at -9.767 eV. The LUMO energy is 0.24 eV.



## C
The following is a DFT calculation (ωB97M-V/def2-TZVPD) of an isolated molecule of C3H3N3S.

Structure (ORCA input):
```
! wB97M-V def2-TZVPD RIJCOSX def2/J DEFGRID3
* xyz 0 1
C 2.38 -0.32 -0.09
C -0.85 -0.74 0.12
C -1.22 0.69 -0.11
N 3.25 -0.08 -0.86
N 0.30 -1.16 0.41
N 1.31 -0.37 0.63
S 0.17 1.87 -0.06
H -1.70 -1.42 0.12
H -1.72 0.61 -1.00
H -1.92 0.92 0.84
*
```

Its frontier orbital gap (spin up / spin down) is 6.685 / 6.677 eV. The HOMO energy (spin up / spin down) comes out at -9.371 / -9.364 eV. The LUMO energy (spin up / spin down) is -2.69 / -2.69 eV.



## D
The following is a DFT calculation (ωB97M-V/def2-TZVPD) of an isolated molecule of C3H3N3S.

Structure (ORCA input):
```
! wB97M-V def2-TZVPD RIJCOSX def2/J DEFGRID3
* xyz 0 1
C 0.84 0.88 -0.61
N 1.39 -0.27 -0.35
C 0.82 -1.36 0.16
N -0.47 -1.58 0.17
S -1.64 -0.51 -0.60
C -1.37 0.80 0.34
N -0.16 1.39 0.23
H 1.44 1.65 -1.06
H 1.37 -2.08 0.54
H -2.21 1.08 1.18
*
```

As for the SMILES: C1=NC=NSC=N1. Its frontier orbital gap is 7.961 eV. The HOMO energy comes out at -8.854 eV. The LUMO energy is -0.89 eV.



It turns out B is the most stable, with the second structure 2.942 eV higher.



## A
The following is a DFT calculation (ωB97M-V/def2-TZVPD) of an isolated molecule of C3H6N4O2.

Structure (ORCA input):
```
! wB97M-V def2-TZVPD RIJCOSX def2/J DEFGRID3
* xyz 0 1
H -0.17 -0.50 2.87
N 0.51 0.05 2.52
C 0.54 0.25 1.35
N 1.55 0.80 0.57
C 1.20 0.62 -0.62
N 0.14 -0.27 -0.85
O -0.85 -0.17 -1.95
C -1.41 1.20 -1.40
N -0.41 -0.47 0.32
O -0.54 -1.93 0.56
H 1.47 1.41 -1.47
H -0.58 1.93 -0.94
H -1.76 1.93 -2.44
H -2.47 1.17 -0.71
H 0.18 -2.34 -0.19
*
```

As for the SMILES: [H]/N=c1/ncn(OC)n1O. Its frontier orbital gap is 9.322 eV. The HOMO energy comes out at -9.302 eV. The LUMO energy is 0.02 eV.



## B
The following is a DFT calculation (ωB97M-V/def2-TZVPD) of an isolated molecule of C3H6N4O2.

Structure (ORCA input):
```
! wB97M-V def2-TZVPD RIJCOSX def2/J DEFGRID3
* xyz 0 1
N -2.10 0.91 -0.22
C -1.34 -0.15 0.22
O -1.77 -0.98 1.00
N 0.35 0.23 0.57
N 0.71 0.11 1.90
C 0.95 -0.33 -0.43
N 2.23 -0.22 -0.75
C -0.21 -0.78 -1.40
O 0.06 -0.85 -2.57
H -1.82 1.30 -1.11
H -3.10 0.74 -0.17
H 0.13 -0.61 2.34
H 0.55 0.98 2.39
H 2.91 0.07 -0.05
H 2.46 -0.40 -1.72
*
```

As for the SMILES: NC(=O)N(N)C(N)=C=O. Its frontier orbital gap is 7.521 eV. The HOMO energy comes out at -7.758 eV. The LUMO energy is -0.24 eV.



It turns out B is the most stable, with the second structure 5.275 eV higher.



## A
The following is a DFT calculation (ωB97M-V/def2-TZVPD) of a structure of composition C4H4Cl12.

Structure (ORCA input):
```
! wB97M-V def2-TZVPD RIJCOSX def2/J DEFGRID3
* xyz 0 1
C -0.16 -0.51 0.20
Cl -0.43 -0.10 -1.47
Cl 0.45 -2.22 0.25
Cl -1.56 -0.35 1.14
H 0.71 0.04 0.55
C 2.50 -1.15 -3.55
Cl 4.25 -0.84 -3.90
Cl 2.05 -2.95 -3.71
Cl 1.49 -0.27 -4.73
H 2.18 -0.80 -2.57
C -4.25 -1.98 2.58
Cl -5.28 -2.94 1.64
Cl -4.33 -2.26 4.35
Cl -4.58 -0.33 2.07
H -3.21 -2.12 2.27
C 2.04 3.75 1.06
Cl 2.72 2.16 0.78
Cl 0.29 3.77 1.13
Cl 2.69 4.97 -0.13
H 2.42 4.12 2.02
*
```

Its frontier orbital gap is 11.333 eV. The HOMO energy comes out at -11.105 eV. The LUMO energy is 0.23 eV.



## B
The following is a DFT calculation (ωB97M-V/def2-TZVPD) of a cluster of 4 separate species, C4H4Cl12 in total.

Structure (ORCA input):
```
! wB97M-V def2-TZVPD RIJCOSX def2/J DEFGRID3
* xyz 0 1
Cl 3.56 -1.61 -0.95
C 3.50 -0.73 -2.47
Cl 3.75 -1.81 -3.86
Cl 4.74 0.54 -2.47
H 2.51 -0.32 -2.62
Cl 1.53 1.54 -0.04
C 1.23 2.66 1.29
Cl 2.06 2.16 2.76
Cl -0.52 2.81 1.58
H 1.61 3.63 1.00
Cl -0.94 -2.78 -1.12
C -0.82 -1.02 -1.19
Cl -2.37 -0.23 -0.89
Cl -0.14 -0.55 -2.76
H -0.13 -0.67 -0.43
Cl -2.92 0.63 2.82
C -3.96 -0.71 2.32
Cl -5.38 -0.78 3.35
Cl -3.07 -2.24 2.37
H -4.26 -0.52 1.31
*
```

As for the SMILES: ClC(Cl)Cl.ClC(Cl)Cl.ClC(Cl)Cl.ClC(Cl)Cl. Its frontier orbital gap is 11.492 eV. The HOMO energy comes out at -11.120 eV. The LUMO energy is 0.37 eV.



It turns out B is the most stable, with the second structure 0.590 eV higher.



## A
The following is a DFT calculation (ωB97M-V/def2-TZVPD) of a cluster of 21 separate species, C2H44O22 in total.

Structure (ORCA input):
```
! wB97M-V def2-TZVPD RIJCOSX def2/J DEFGRID3
* xyz -2 1
O -0.25 0.10 1.85
C -0.48 -0.49 0.57
C 0.31 0.29 -0.46
O -0.11 0.02 -1.77
H -1.51 -0.47 0.38
H -0.24 -1.60 0.54
H 1.34 -0.05 -0.40
H 0.43 1.36 -0.38
O -4.86 -0.54 -0.16
H -5.60 0.01 0.08
H -4.18 -0.08 -0.69
O 1.32 -4.04 0.53
H 2.15 -4.23 0.14
H 1.09 -4.81 1.02
O -2.68 0.99 -1.56
H -2.97 1.83 -1.24
H -1.71 0.87 -1.54
O 3.24 -2.10 1.48
H 3.12 -1.75 0.59
H 2.43 -2.57 1.68
O -0.24 1.67 4.04
H -1.15 1.73 4.28
H -0.28 0.97 3.40
O 2.46 0.59 -2.84
H 1.70 0.41 -2.29
H 2.63 1.48 -2.56
O -1.60 2.22 1.55
H -1.24 2.66 0.81
H -1.01 1.42 1.67
O 3.72 -0.93 -0.83
H 4.49 -1.48 -1.15
H 3.43 -0.49 -1.63
O 1.27 -2.47 -1.68
H 1.25 -2.89 -0.83
H 0.73 -1.68 -1.66
O -1.95 -1.89 -2.29
H -1.83 -2.42 -1.52
H -1.41 -1.14 -1.95
O -1.16 3.78 -0.53
H -0.67 4.58 -0.31
H -0.75 3.56 -1.35
O -0.43 -0.07 -4.45
H -0.28 -0.13 -3.47
H 0.23 0.60 -4.54
O 1.49 3.26 0.81
H 1.85 3.37 1.66
H 0.99 2.43 0.76
O 2.29 0.37 2.31
H 1.41 0.17 1.97
H 2.71 -0.53 2.33
O 0.74 -2.21 2.93
H 0.52 -1.33 2.52
H 0.23 -2.87 2.53
O -1.56 -3.70 -0.27
H -0.61 -3.69 -0.19
H -1.95 -3.41 0.57
O 2.81 3.14 -1.66
H 2.93 4.10 -1.69
H 2.81 2.93 -0.72
O -3.71 0.44 2.12
H -3.97 0.00 1.29
H -3.07 1.13 1.93
O 0.24 2.66 -2.55
H 1.06 3.03 -2.27
H 0.30 1.80 -2.11
O -2.10 -1.69 2.62
H -1.37 -1.13 2.32
H -2.76 -1.10 2.29
*
```

Its frontier orbital gap is 7.329 eV. The HOMO energy comes out at -3.068 eV. The LUMO energy is 4.26 eV.



## B
The following is a DFT calculation (ωB97M-V/def2-TZVPD) of a cluster of 21 separate species, C2H44O22 in total.

Structure (ORCA input):
```
! wB97M-V def2-TZVPD RIJCOSX def2/J DEFGRID3
* xyz -2 1
O 4.11 -4.66 17.02
C 4.58 -4.38 18.32
C 5.40 -3.06 18.34
O 6.01 -2.93 19.61
H 5.16 -5.24 18.66
H 3.74 -4.25 19.05
H 4.69 -2.28 18.26
H 6.19 -2.90 17.59
O 6.89 -1.82 21.95
H 7.78 -2.17 21.77
H 6.43 -2.23 21.20
O 4.86 -3.44 14.76
H 5.20 -4.16 14.19
H 4.69 -3.76 15.63
O 6.60 -7.34 18.59
H 6.53 -6.58 19.22
H 6.85 -7.00 17.75
O 4.89 -0.73 15.99
H 4.96 -0.78 15.03
H 4.26 -1.39 16.21
O 6.31 -5.87 16.07
H 7.07 -5.32 16.36
H 5.55 -5.53 16.61
O 2.67 -2.25 16.63
H 3.09 -3.06 16.90
H 2.25 -1.98 17.48
O 8.27 -1.49 19.09
H 7.66 -2.18 19.25
H 8.27 -1.45 18.16
O 3.36 -7.30 18.12
H 3.78 -6.39 18.19
H 2.54 -7.13 17.73
O 4.57 -4.22 21.32
H 4.98 -3.72 20.58
H 4.76 -5.11 21.02
O 2.98 -6.26 15.34
H 3.36 -5.52 15.82
H 3.54 -6.95 15.62
O 7.67 -3.43 14.71
H 7.95 -2.92 13.90
H 6.72 -3.33 14.75
O 1.65 -4.37 17.83
H 2.62 -4.49 17.58
H 1.64 -3.57 18.36
O 7.25 -5.24 20.28
H 7.23 -5.29 21.22
H 6.90 -4.41 19.95
O 1.82 -3.90 21.08
H 2.68 -4.33 21.03
H 1.60 -4.04 21.97
O 6.60 0.32 18.63
H 7.16 -0.41 18.81
H 6.62 0.50 17.68
O 7.59 -1.03 16.11
H 6.68 -1.10 16.34
H 7.73 -1.67 15.39
O 4.40 -6.89 20.75
H 4.41 -7.07 19.79
H 5.19 -7.33 21.06
O 4.22 -0.97 20.28
H 3.34 -1.05 19.90
H 4.67 -1.63 19.76
O 3.80 0.83 17.83
H 4.22 0.24 17.21
H 2.86 0.78 17.75
O 8.17 -4.57 17.51
H 8.89 -3.93 17.27
H 7.42 -3.96 17.62
*
```

Its frontier orbital gap is 7.536 eV. The HOMO energy comes out at -3.288 eV. The LUMO energy is 4.25 eV.



It turns out A is the most stable, with the second structure 0.780 eV higher.



## A
The following is a DFT calculation (ωB97M-V/def2-TZVPD) of an isolated molecule of C4H8N2O.

Structure (ORCA input):
```
! wB97M-V def2-TZVPD RIJCOSX def2/J DEFGRID3
* xyz 0 3
C -1.23 -1.21 -0.20
C -1.39 0.11 -0.13
C 0.15 -1.49 0.39
C 0.87 -0.06 0.25
N -0.28 0.78 0.34
N 0.03 2.19 0.16
O 1.48 0.27 -0.96
H -1.82 -1.97 -0.45
H -2.34 0.50 -0.39
H 0.02 -1.75 1.42
H 0.75 -2.43 -0.02
H 1.42 0.27 1.20
H -0.81 2.57 -0.30
H 0.74 2.14 -0.57
H 2.42 0.07 -0.75
*
```

Its frontier orbital gap (spin up / spin down) is 4.558 / 8.720 eV. The HOMO energy (spin up / spin down) comes out at -3.840 / -9.466 eV. The LUMO energy (spin up / spin down) is 0.72 / -0.75 eV.



## B
The following is a DFT calculation (ωB97M-V/def2-TZVPD) of an isolated molecule of C4H8N2O.

Structure (ORCA input):
```
! wB97M-V def2-TZVPD RIJCOSX def2/J DEFGRID3
* xyz 0 3
C -1.00 1.45 0.09
C 0.45 1.48 -0.19
C 1.10 0.12 -0.02
C -0.01 -1.99 0.05
N 0.19 -0.77 -0.62
N -1.51 0.31 -0.10
O -2.51 -0.34 0.07
H -1.56 2.44 0.16
H 0.49 1.76 -1.23
H 1.13 2.13 0.44
H 2.17 0.05 -0.40
H 1.25 0.01 1.02
H 0.69 -2.00 0.91
H -1.04 -1.88 0.39
H 0.18 -2.78 -0.57
*
```

Its frontier orbital gap (spin up / spin down) is 7.367 / 5.177 eV. The HOMO energy (spin up / spin down) comes out at -6.390 / -7.832 eV. The LUMO energy (spin up / spin down) is 0.98 / -2.66 eV.



It turns out A is the most stable, with the second structure 1.355 eV higher.



## A
The following is a DFT calculation (ωB97M-V/def2-TZVPD) of an isolated molecule of C5H7Cl.

Structure (ORCA input):
```
! wB97M-V def2-TZVPD RIJCOSX def2/J DEFGRID3
* xyz 0 1
C -0.77 0.90 -1.78
C -0.23 1.42 -0.69
C 0.28 0.60 0.54
C -0.09 -0.74 0.80
C 0.78 -1.75 0.98
Cl 0.35 -3.43 1.09
H -1.27 1.54 -2.43
H -0.73 -0.16 -1.97
H -0.39 2.43 -0.53
H 1.36 0.60 0.53
H -0.05 1.23 1.41
H -1.11 -1.05 0.91
H 1.87 -1.60 1.15
*
```

As for the SMILES: C=CC/C=C/Cl. Its frontier orbital gap is 10.342 eV. The HOMO energy comes out at -9.227 eV. The LUMO energy is 1.11 eV.



## B
The following is a DFT calculation (ωB97M-V/def2-TZVPD) of an isolated molecule of C5H7Cl.

Structure (ORCA input):
```
! wB97M-V def2-TZVPD RIJCOSX def2/J DEFGRID3
* xyz 0 1
C 2.33 -0.50 -0.29
C 1.16 -0.38 0.34
C 0.33 0.92 0.17
C -0.98 0.86 -0.05
C -1.80 -0.37 -0.03
Cl -3.56 -0.20 -0.04
H 2.72 0.39 -0.79
H 2.87 -1.42 -0.30
H 0.83 -1.22 0.96
H 0.69 1.98 0.23
H -1.61 1.80 -0.23
H -1.44 -0.96 -0.84
H -1.55 -0.88 0.86
*
```

As for the SMILES: C=C/C=C\CCl. Its frontier orbital gap is 10.408 eV. The HOMO energy comes out at -9.320 eV. The LUMO energy is 1.09 eV.



## C
The following is a DFT calculation (ωB97M-V/def2-TZVPD) of an isolated molecule of C5H7Cl.

Structure (ORCA input):
```
! wB97M-V def2-TZVPD RIJCOSX def2/J DEFGRID3
* xyz 0 1
C 1.13 1.31 -0.48
C 1.40 0.04 -0.32
Cl 3.05 -0.52 0.34
C 0.43 -1.04 -0.57
C -0.85 -0.90 -0.28
C -1.48 -0.04 0.70
H 1.80 2.26 -0.08
H 0.11 1.65 -0.84
H 0.66 -1.89 -1.16
H -1.47 -1.69 -0.60
H -2.26 -0.52 1.28
H -1.81 1.04 0.31
H -0.70 0.31 1.69
*
```

As for the SMILES: C=C(Cl)/C=C\C. Its frontier orbital gap is 10.042 eV. The HOMO energy comes out at -9.375 eV. The LUMO energy is 0.67 eV.



It turns out B is the most stable, with the second structure 0.094 eV higher.